# 1
A molecular structure, C6H17I2NO3Pd at a distorted geometry. Source: the OMol25 dataset; level of theory: ωB97M-V with the def2-TZVPD basis set.

XYZ file:
```
30
Properties=species:S:1:pos:R:3:forces:R:3:lowdin_charge:R:1
I -3.762 0.881 1.173 0.385 -0.259 -0.361 -0.2707
I -2.291 -0.405 -2.901 0.161 0.016 0.393 -0.2441
Pd -1.410 -0.241 -0.197 -0.837 0.887 -0.886 0.4873
O -0.445 1.791 -0.452 -0.552 0.141 -0.461 -0.3633
O -1.665 -2.344 0.353 0.376 -0.186 0.604 -0.2400
O -0.550 -0.160 1.858 -0.157 -2.625 0.659 -0.3291
N 0.665 -0.705 -0.966 -2.349 -1.581 -0.588 -0.0256
C -1.327 -2.611 1.707 -0.140 0.685 1.603 -0.2665
C 0.883 1.653 -1.033 -0.823 0.338 0.710 -0.1438
C 2.800 0.003 -1.332 1.967 1.115 -0.287 -0.1206
C -0.986 3.112 -0.606 0.202 0.931 0.987 -0.1190
C -0.351 -1.570 2.342 -0.348 0.785 -1.692 -0.2388
C 1.532 0.315 -0.618 0.704 2.807 0.542 -0.5103
H -0.813 -3.565 1.823 0.340 -0.196 -0.360 0.0867
H -2.234 -2.737 2.299 -0.240 0.446 -0.044 0.1085
H 0.744 1.718 -2.112 0.350 0.163 -0.204 0.1254
H -1.997 3.310 -0.249 -0.330 -1.509 -0.062 0.0493
H 1.031 -1.602 -0.682 0.051 -0.597 0.438 0.0573
H 0.625 -1.891 1.978 0.419 0.226 0.259 0.0418
H -0.370 -1.541 3.432 -0.213 -0.320 -0.018 0.1007
H -0.966 3.579 -1.591 0.490 -0.635 -0.372 0.0897
H -1.858 -3.166 -0.103 -0.066 -0.072 -0.373 0.0947
H 3.519 0.822 -1.351 0.246 0.205 0.562 0.0736
H -0.466 3.756 0.103 0.714 0.216 -0.183 0.0822
H 3.271 -0.852 -0.848 0.067 -0.103 -0.133 0.0526
H 1.679 0.389 0.459 0.092 -0.336 0.161 0.1108
H -0.094 0.421 2.472 0.246 0.446 0.173 0.0564
H 2.708 -0.171 -2.404 -0.605 -0.395 -0.023 0.0852
H 1.383 2.509 -0.580 0.801 -0.010 -0.546 0.1217
H 0.745 -0.695 -1.973 -0.949 -0.583 -0.497 0.0478
```
Forces are in eV/Å.

Computed properties:
Spin multiplicity   4
Energy   -33810.035 eV
Total charge   -1
HOMO-LUMO gap (spin up / spin down)   2.8330 / 6.9676 eV


# 2
2 unconnected molecules or ions with the total composition C6H17N2 at a distorted geometry. Source: the OMol25 dataset; level of theory: ωB97M-V with the def2-TZVPD basis set.

XYZ file:
```
25
Properties=species:S:1:pos:R:3:forces:R:3:lowdin_charge:R:1
N -2.907 -0.440 0.329 -0.404 0.879 -0.695 -0.1454
N 2.783 1.311 0.061 -0.440 1.713 1.175 0.0021
C -2.446 -1.744 0.711 0.482 0.390 1.999 -0.1499
C -2.212 1.824 -0.612 2.785 0.707 -0.394 -0.0766
C 1.061 -0.001 -0.719 1.233 -2.755 -0.412 0.0451
C 3.295 -0.996 0.266 0.490 -4.427 -1.287 -0.1020
C 2.208 -0.002 0.252 -1.467 0.769 1.416 -0.5757
C -1.829 0.419 -0.115 -0.690 0.180 0.142 -0.3499
H -3.320 -2.379 0.834 0.288 -0.675 -0.797 0.0721
H -3.078 2.267 -0.132 0.253 0.290 0.199 0.0592
H 1.977 1.903 0.368 1.221 0.034 -0.214 0.0901
H 0.667 -1.045 -0.864 -0.272 1.362 -0.413 0.0778
H 3.689 -1.081 -0.721 1.192 0.655 -0.868 0.0571
H -1.986 -1.798 1.746 -0.110 0.395 -0.653 0.0848
H 1.884 -0.039 1.300 -0.763 0.235 -0.043 0.1328
H 4.034 -0.803 1.016 0.473 0.593 0.145 0.0682
H 2.720 1.414 -0.935 0.780 0.572 -0.541 0.0384
H -1.372 -0.038 -0.938 0.291 -0.999 -1.628 0.0521
H -2.303 1.897 -1.705 -0.810 -0.686 0.224 0.0619
H -1.218 2.448 -0.585 -1.956 -0.594 0.851 0.0963
H -0.990 0.322 0.566 0.211 1.024 0.930 0.0831
H -3.476 0.023 1.024 0.047 -0.183 0.147 0.1037
H 1.267 0.712 -1.558 -1.044 -1.055 0.492 0.0819
H 3.154 -2.169 0.353 -0.983 2.234 0.471 0.1185
H -1.603 -2.007 0.059 -0.807 -0.659 -0.247 0.0744
```
Forces are in eV/Å.

Computed properties:
Spin multiplicity   2
Energy   -9473.470 eV
HOMO-LUMO gap (spin up / spin down)   9.3188 / 8.2626 eV
Energy relative to the best compared isomer or geometry (same formula, charge and spin)   250.6 kJ/mol


# 3
2 unconnected molecules or ions with the total composition C6H17N2 at a distorted geometry. Source: the OMol25 dataset; level of theory: ωB97M-V with the def2-TZVPD basis set.

XYZ file:
```
25
Properties=species:S:1:pos:R:3:forces:R:3:lowdin_charge:R:1
N 2.613 -0.538 0.389 -0.783 -0.266 -2.021 -0.1029
N -2.833 0.423 -1.370 0.349 1.852 0.101 0.1381
C 2.171 -1.865 -0.359 -0.900 2.821 0.683 -0.0702
C 2.345 2.109 0.399 0.037 -3.006 -0.969 -0.0362
C -3.041 -1.163 0.417 -3.846 1.080 2.775 -0.0469
C -1.158 0.519 0.360 -1.039 2.002 2.008 0.3333
C -2.178 -0.389 -0.452 4.318 -0.798 -0.834 -0.5332
C 1.620 0.651 0.367 1.658 -1.207 2.133 -0.2770
H -2.145 0.669 -2.084 -0.741 0.632 -0.210 0.1275
H -3.097 1.202 -0.759 -0.756 0.636 -1.380 0.1159
H -3.001 -0.683 1.420 -0.319 -0.676 -0.293 0.0893
H -4.192 -1.204 0.201 2.317 0.441 -0.273 0.1550
H 0.826 0.591 -0.377 0.961 -0.143 -1.368 0.0329
H -0.457 1.515 0.241 -2.440 -2.592 -0.568 0.1534
H 3.048 2.264 1.227 -0.631 -0.198 -0.029 0.0851
H 1.288 -1.645 -1.021 0.699 -0.223 0.476 0.0608
H -1.463 -1.040 -0.975 -0.270 -0.297 -0.246 0.1602
H 3.493 -0.319 -0.096 -0.659 0.629 0.365 0.0847
H 2.968 -2.251 -0.995 0.017 0.023 0.383 0.0725
H 2.926 2.107 -0.532 0.017 0.135 0.194 0.0767
H 1.867 -2.524 0.435 0.009 -0.640 -0.052 0.0546
H -1.450 0.418 1.460 0.948 0.240 -1.128 0.1168
H 1.617 2.868 0.275 -0.665 0.931 0.310 0.0420
H 0.993 0.435 1.296 0.896 0.631 -0.282 0.1002
H -2.758 -2.149 0.534 0.822 -2.005 0.224 0.0675
```
Forces are in eV/Å.

Computed properties:
Energy   -9464.869 eV
Total charge   +1
HOMO-LUMO gap   5.0201 eV
Energy relative to the best compared isomer or geometry (same formula, charge and spin)   691.4 kJ/mol


# 4
2 unconnected molecules or ions with the total composition C6H17N3S at a distorted geometry. Source: the OMol25 dataset; level of theory: ωB97M-V with the def2-TZVPD basis set.

XYZ file:
```
27
Properties=species:S:1:pos:R:3:forces:R:3:lowdin_charge:R:1
S -0.131 -2.294 2.262 -2.471 -1.053 -1.414 0.9948
N 2.001 -1.003 1.982 -0.395 -0.634 0.355 0.1518
N 0.677 -1.011 -0.009 1.397 -0.923 -0.428 -0.2132
N -0.215 -1.801 -0.799 -0.322 0.947 2.287 0.1169
C 0.934 -1.404 1.270 0.348 0.566 0.299 -0.6829
C -0.105 2.075 -1.849 -3.514 -0.802 -0.537 -0.0249
C 1.822 -0.469 -0.740 1.588 3.957 -1.555 -0.0504
C -2.030 0.428 1.264 0.516 2.448 -0.304 -0.0006
C -1.286 1.611 -0.930 -2.497 -0.941 -3.028 -0.1864
C -1.134 1.170 0.390 1.696 -0.767 1.245 0.0196
H -1.898 0.743 -1.546 0.958 1.627 1.544 0.2206
H 0.495 2.685 -1.310 2.526 1.506 1.848 0.0474
H -0.507 2.795 -2.605 0.268 -1.286 0.075 0.1241
H 2.101 -1.358 2.936 -0.560 0.083 -0.229 0.1295
H -0.147 1.299 0.818 0.262 0.472 0.126 0.1345
H -1.565 -0.505 1.465 0.208 -1.028 -0.027 0.0046
H -0.625 -1.188 -1.475 -0.030 -0.237 -0.642 0.0861
H -2.229 2.278 -0.910 0.964 -0.375 0.019 0.2090
H 1.605 -0.121 -1.841 -0.104 -0.928 2.420 0.1233
H 0.215 -2.644 -1.116 0.348 -0.401 -0.689 0.1210
H 0.353 1.149 -2.197 0.086 0.847 -0.507 0.0470
H -2.094 0.881 2.265 0.037 0.180 -0.194 0.1520
H 2.316 0.484 -0.239 -1.591 -1.588 -0.691 0.1425
H 2.916 -0.710 1.710 0.236 0.457 -1.242 0.1304
H -1.238 -2.471 1.297 2.084 0.179 1.409 0.0238
H -2.939 0.435 0.768 -2.224 -0.852 -0.348 0.0910
H 2.707 -1.055 -0.862 0.188 -1.452 0.207 0.0883
```
Forces are in eV/Å.

Computed properties:
Energy   -21782.567 eV
Total charge   +2
HOMO-LUMO gap   8.5607 eV
Energy relative to the best compared isomer or geometry (same formula, charge and spin)   296.0 kJ/mol


# 5
3 unconnected molecules or ions with the total composition C6H17N4 at a distorted geometry. Source: the OMol25 dataset; level of theory: ωB97M-V with the def2-TZVPD basis set.

XYZ file:
```
27
Properties=species:S:1:pos:R:3:forces:R:3:lowdin_charge:R:1
N 0.621 0.128 0.904 0.126 0.769 0.658 -0.1396
N 0.122 0.431 -0.285 -1.363 -0.026 -1.775 0.0166
N 4.294 -0.883 3.914 -1.537 0.456 -1.233 0.0857
N 3.454 -0.634 3.244 1.698 -0.635 1.438 0.0356
C -1.324 0.800 -2.145 4.457 -1.998 1.624 -0.0058
C -1.087 -0.178 -0.949 -1.344 1.666 2.582 -0.5633
C 0.288 -0.832 1.709 1.130 3.196 -2.947 0.1769
C -0.884 -1.647 -1.213 -1.628 -0.013 3.698 -0.0075
C -2.330 0.028 0.008 0.068 -0.921 1.309 -0.0431
C 1.666 1.095 1.331 -1.826 4.042 -0.549 0.0210
H -0.356 0.693 -2.735 -1.659 0.975 0.147 0.1002
H -3.145 -0.421 -0.640 0.312 1.017 1.253 0.1043
H -0.315 -1.725 -2.036 2.760 -0.811 -2.597 0.0409
H -0.458 -1.453 1.485 -2.622 -2.233 -0.641 0.0414
H 0.876 -0.881 2.511 2.008 -0.517 3.250 0.0537
H -0.455 -2.167 -0.221 -1.076 0.731 -2.895 0.1286
H -2.477 1.122 0.385 0.033 -1.935 -1.110 0.1177
H 1.510 0.604 -2.014 -1.324 0.045 0.230 0.0173
H -1.857 -2.033 -1.538 0.153 -0.364 0.593 0.1048
H 0.086 1.414 -0.562 0.886 -0.207 0.960 0.1374
H 2.507 0.636 1.710 1.607 -1.108 0.375 0.0038
H 1.232 1.747 2.137 0.185 -0.976 -0.420 0.1288
H 2.192 0.566 -2.164 1.806 -0.061 -0.540 0.0702
H -1.647 1.731 -1.770 0.686 1.630 0.553 0.0796
H -2.159 0.551 -2.631 -2.878 -1.725 -2.499 0.0487
H 1.917 1.936 0.562 -0.416 -2.260 0.744 0.1435
H -2.271 -0.627 1.002 -0.242 1.263 -2.207 0.1026
```
Forces are in eV/Å.

Computed properties:
Energy   -12448.081 eV
Total charge   +1
HOMO-LUMO gap   9.6965 eV
Energy relative to the best compared isomer or geometry (same formula, charge and spin)   186.5 kJ/mol


# 6
2 unconnected molecules or ions with the total composition C6H17NO at a distorted geometry. Source: the OMol25 dataset; level of theory: ωB97M-V with the def2-TZVPD basis set.

XYZ file:
```
25
Properties=species:S:1:pos:R:3:forces:R:3:lowdin_charge:R:1
O -2.148 3.091 -1.370 1.308 1.398 2.428 -0.2351
N -1.041 0.578 1.835 1.587 2.697 2.352 -0.1528
C -1.858 1.805 1.951 -0.348 0.395 0.342 -0.2583
C 1.910 -2.635 -0.449 -1.058 -0.089 -0.250 -0.1265
C 1.374 -0.555 -1.860 -1.260 -4.218 0.507 -0.1580
C 0.490 -0.786 0.683 -0.870 -1.453 0.361 -0.2410
C -0.398 0.491 0.550 0.735 -3.434 1.033 -0.3660
C 0.779 -1.497 -0.646 2.594 -0.523 -1.657 -0.3820
H 1.603 -3.477 0.180 -0.501 -0.042 -0.038 0.0447
H 1.282 -0.493 1.389 0.999 0.075 -1.187 0.0965
H 2.082 -1.267 -2.379 0.289 1.545 0.753 0.0474
H 2.757 -2.248 0.119 0.158 0.443 -0.393 0.0573
H 0.131 -1.610 1.367 -0.987 0.846 -0.725 0.1137
H -2.596 1.569 1.195 -1.736 0.184 0.822 0.0396
H 0.535 -0.795 -2.533 0.140 2.187 -0.390 0.0269
H -0.139 -1.930 -1.212 1.175 0.403 2.003 0.1259
H -1.135 0.310 -0.229 0.097 0.682 -0.277 0.0862
H 0.377 1.215 0.424 -0.219 1.386 -0.932 0.0692
H -1.601 2.805 1.551 1.438 -0.405 -0.066 0.0408
H -2.656 2.779 -2.080 -0.761 -1.313 -1.724 -0.0772
H -2.040 2.057 3.055 -0.737 -0.921 -1.596 0.0825
H -0.250 0.784 2.521 -1.057 -0.889 -0.969 0.1063
H 1.693 0.417 -1.532 -0.041 0.389 -0.614 0.0258
H 2.269 -3.098 -1.415 -0.414 0.708 0.939 0.0648
H -1.422 2.492 -1.114 -0.532 -0.049 -0.722 -0.0308
```
Forces are in eV/Å.

Computed properties:
Spin multiplicity   2
Energy   -10031.304 eV
Total charge   -1
HOMO-LUMO gap (spin up / spin down)   2.4194 / 9.4356 eV
Energy relative to the best compared isomer or geometry (same formula, charge and spin)   273.8 kJ/mol


# 7
2 unconnected molecules or ions with the total composition C6H17NO at a distorted geometry. Source: the OMol25 dataset; level of theory: ωB97M-V with the def2-TZVPD basis set.

XYZ file:
```
25
Properties=species:S:1:pos:R:3:forces:R:3:lowdin_charge:R:1
O -1.486 2.866 2.829 4.557 2.051 1.355 -0.0292
N 0.684 -0.283 1.067 1.099 -1.450 -1.465 -0.2836
C -0.916 -0.082 -0.633 -1.924 1.755 -3.036 -0.2532
C -1.225 -0.551 -2.104 -0.142 1.002 1.671 -0.2845
C -0.152 -1.076 0.111 1.185 -1.066 0.182 -0.2284
C 2.006 0.031 0.502 -0.552 2.604 -0.896 -0.1059
C 0.793 -0.806 2.355 -0.572 -1.371 4.340 -0.1923
C -0.157 0.114 -2.917 0.227 -1.230 -2.096 -0.1395
H 2.805 -0.665 0.502 0.449 -1.757 0.575 0.0506
H 0.467 -1.735 -0.634 -0.612 1.162 1.319 0.1489
H 1.912 0.216 -0.639 0.010 0.546 2.019 0.0862
H -2.124 2.572 2.281 -3.731 -1.743 -2.659 -0.0470
H -1.965 0.159 -0.344 1.087 -0.093 1.307 0.1103
H 2.439 0.902 1.134 -0.784 -0.942 -1.506 0.1102
H 1.217 -1.915 2.601 -0.348 2.344 -1.034 0.1226
H -1.272 -1.622 -2.284 0.203 -0.214 0.432 0.1007
H -0.212 -0.839 2.827 0.142 -0.289 -0.544 0.0751
H -0.790 3.131 2.166 -0.806 -0.354 1.306 0.0716
H -0.144 -0.480 -3.876 0.722 0.874 0.547 0.0822
H -2.246 -0.181 -2.228 0.202 0.033 -1.015 0.0963
H 1.230 -0.057 3.102 0.256 -0.981 -1.283 0.0975
H -0.350 0.913 -0.775 -0.897 -1.522 0.611 0.1280
H -0.891 -1.796 0.530 0.889 0.474 0.531 0.1319
H -0.467 1.129 -3.190 0.532 -0.046 0.313 0.0781
H 0.843 0.052 -2.381 -1.194 0.212 -0.971 0.0733
```
Forces are in eV/Å.

Computed properties:
Structure (SMILES)   CCCCN(C)C.O
Energy   -10032.732 eV
HOMO-LUMO gap   9.4773 eV
Energy relative to the best compared isomer or geometry (same formula, charge and spin)   275.1 kJ/mol


# 8
3 unconnected molecules or ions with the total composition C6H17NO2 at a distorted geometry. Source: the OMol25 dataset; level of theory: ωB97M-V with the def2-TZVPD basis set.

XYZ file:
```
26
Properties=species:S:1:pos:R:3:forces:R:3:lowdin_charge:R:1
O -0.163 2.453 -2.844 -0.419 0.367 0.009 -0.0548
O 0.730 -3.671 -1.610 -0.475 -0.503 -1.189 -0.0591
N -1.717 0.198 0.481 0.858 -0.897 0.047 -0.0647
C -0.346 0.107 0.103 -1.114 0.007 -0.089 -0.3805
C 1.315 -0.683 2.705 -0.129 0.974 -0.619 -0.0941
C 0.572 1.017 0.889 0.414 -1.040 0.602 -0.1562
C -2.365 1.448 0.223 -0.373 1.254 0.710 -0.1245
C 1.729 0.203 1.487 0.289 0.024 1.026 -0.2560
C 0.036 -0.822 -0.770 1.177 0.462 -0.598 0.0345
H 0.279 -3.805 -0.778 0.517 0.254 0.454 0.0328
H 1.596 -3.276 -1.534 0.009 0.053 0.704 0.0301
H 1.951 -1.562 2.666 -0.455 -0.329 0.510 0.0661
H -1.930 2.239 0.838 0.500 -0.068 -0.026 0.0780
H 1.068 -0.816 -1.100 0.242 -0.177 0.368 0.0577
H -0.018 1.311 1.761 0.023 0.617 -0.242 0.1106
H 0.985 1.868 0.359 -0.320 0.225 -0.229 0.1129
H 2.481 0.848 1.939 0.056 0.532 -0.399 0.0951
H -2.175 -0.630 0.120 -0.438 0.393 -0.127 0.1136
H 0.703 2.296 -3.216 0.248 -0.200 0.009 0.0294
H -2.356 1.851 -0.797 -0.053 -0.451 -0.182 0.0810
H -0.302 1.799 -2.154 0.181 -0.260 0.021 -0.0057
H 1.476 -0.106 3.620 0.446 -0.188 0.030 0.0658
H 0.236 -0.843 2.760 0.119 -0.744 -0.491 0.0674
H 2.283 -0.365 0.743 -0.284 -0.156 -0.162 0.0873
H -3.374 1.463 0.626 -0.344 -0.429 -0.348 0.0795
H -0.525 -1.557 -1.325 -0.675 0.279 0.212 0.0540
```
Forces are in eV/Å.

Computed properties:
Structure (SMILES)   C=C(CCC)NC.O.O
Energy   -12081.513 eV
HOMO-LUMO gap   9.1726 eV
Energy relative to the best compared isomer or geometry (same formula, charge and spin)   140.5 kJ/mol